An isolated molecule of CH5N3OS in a non-equilibrium geometry, computed with ωB97M-V with the def2-TZVPD basis set.

The geometry in XYZ format:
```
11
CH5N3OS ωB97M-V with the def2-TZVPD basis set
H -1.981 1.198 -0.469
N -1.029 1.607 -0.425
C -0.166 0.639 -0.141
N -0.468 -0.796 -0.272
O -1.812 -0.839 -0.023
N 1.164 0.711 0.442
S 2.460 -0.211 -0.405
H -0.083 -1.110 0.661
H -2.266 -1.709 -0.536
H 1.558 1.628 0.464
H 2.622 -1.117 0.705
```

For the HOMO energy, the calculation gives -9.66 eV. Its net charge is 0. The value obtained for the energy above the lowest of the compared OMol25 structures with the same formula, charge and spin is 267.5 kJ/mol. As for the SMILES: [H]/N=C(\NO)NS.